1.
Entry from the Open Molecules 2025 dataset: C21H43IrN2P3SSe as an isolated structure at a distorted geometry (the ωB97M-V functional and the def2-TZVPD basis).

Element x y z (Å)
Ir (-0.6855, -0.4620, -0.3690)
P (-1.7196, -2.4706, 0.5476)
P (0.9522, -0.6502, 1.3740)
P (0.8647, -1.2567, -1.8724)
H (-2.3887, 1.3274, -1.7121)
C (-1.8656, 0.3895, -1.9304)
C (-2.4034, -0.8429, -1.4865)
H (-3.3874, -0.9204, -1.0027)
C (-3.0017, -1.9091, 1.7277)
C (-0.7560, -3.7196, 1.4569)
C (-2.6495, -3.5355, -0.6358)
C (2.1318, 0.7418, 1.4744)
C (0.2612, -0.7481, 3.0781)
C (2.1692, -2.0415, 1.4721)
C (0.4178, -1.1203, -3.6371)
C (1.3087, -3.0264, -1.6627)
C (2.4336, -0.3221, -1.7792)
H (-1.5306, 0.3037, -2.9726)
H (-2.0989, -1.7258, -2.0537)
H (-3.6429, -1.1480, 1.2643)
H (-2.5566, -1.4896, 2.6376)
H (-3.6023, -2.7870, 2.0018)
H (-0.3556, -3.2924, 2.3873)
H (0.0583, -4.0910, 0.8191)
H (-1.4411, -4.5497, 1.6935)
H (-3.5273, -2.9972, -1.0165)
H (-2.9755, -4.4465, -0.1209)
H (-2.0181, -3.8035, -1.4928)
H (3.0730, 0.4141, 1.9368)
H (1.7333, 1.5608, 2.0754)
H (2.3621, 1.1418, 0.4822)
H (0.7014, -1.5893, 3.6292)
H (-0.8224, -0.8773, 3.0772)
H (0.4934, 0.1567, 3.6496)
H (2.7544, -1.9239, 2.3963)
H (2.8749, -2.0472, 0.6374)
H (1.6841, -3.0191, 1.5240)
H (1.2632, -1.4756, -4.2437)
H (0.2121, -0.0768, -3.9036)
H (-0.4591, -1.7365, -3.8671)
H (1.9604, -3.3297, -2.4962)
H (0.4028, -3.6474, -1.6686)
H (1.8424, -3.1908, -0.7209)
H (3.0875, -0.6214, -2.6118)
H (2.9587, -0.5135, -0.8383)
H (2.2290, 0.7543, -1.8645)
C (1.8855, 3.3906, -1.9573)
C (0.5397, 2.9704, -2.0213)
C (0.0308, 2.5157, -3.2345)
C (0.8347, 2.4566, -4.3824)
C (2.1808, 2.8515, -4.3158)
C (2.6936, 3.3350, -3.1112)
Se (2.5432, 4.1291, -0.3150)
H (3.6932, 3.1957, -0.2801)
H (-0.1180, 3.0285, -1.1537)
H (-1.0131, 2.2084, -3.2959)
H (0.4219, 2.1242, -5.3397)
H (2.8268, 2.7697, -5.2042)
H (3.7273, 3.6629, -3.0436)
C (-2.7561, 1.4784, 3.8446)
N (-1.6199, 2.2688, 3.3796)
C (-0.8833, 3.1123, 4.1927)
C (0.1211, 3.6318, 3.4488)
N (0.0274, 3.0688, 2.1844)
C (-1.0332, 2.1941, 2.1478)
S (-1.7170, 1.4100, 0.8242)
H (-3.4632, 1.3069, 3.0262)
H (-2.4141, 0.5154, 4.2575)
H (-3.2437, 2.0572, 4.6379)
H (-1.1604, 3.2807, 5.2197)
H (0.8958, 4.3428, 3.6970)
H (0.6573, 3.3090, 1.4109)

Output
HOMO-LUMO gap (alpha / beta) (eV): 4.622 / 3.805
Net charge: +3
Spin multiplicity: 5

Atom charges from the Löwdin analysis, given in e for atoms 1 to 5: 0.6792 0.7311 0.6761 0.6647 0.0457



2.
Entry from the Open Molecules 2025 dataset: C21H43N2OP3Pd as an isolated structure at a distorted geometry (the ωB97M-V functional and the def2-TZVPD basis).

Element x y z (Å)
Pd (0.1950, -0.3533, 1.2343)
P (1.8745, -1.0766, 2.6482)
P (1.7614, 2.0141, 0.1444)
P (-0.5850, -2.3227, 0.3477)
H (-0.3000, 2.2004, -7.2860)
C (-1.2329, 1.6449, -7.1053)
C (-2.2893, 2.2056, -6.4932)
H (-2.2533, 3.2202, -6.0737)
C (3.1773, -2.0574, 1.8214)
C (2.8853, 0.0600, 3.6664)
C (1.1648, -2.1874, 3.9171)
C (0.9976, 3.1709, -1.0054)
C (1.9020, 2.7923, 1.7363)
C (3.3177, 1.2714, -0.3840)
C (-1.8361, -2.3223, -0.9615)
C (-1.2897, -3.2765, 1.7293)
C (0.7607, -3.3346, -0.3425)
H (-1.2936, 0.6215, -7.5051)
H (-3.2555, 1.6886, -6.4731)
H (3.8527, -2.4644, 2.5841)
H (3.7524, -1.4189, 1.1414)
H (2.7507, -2.8807, 1.2430)
H (3.4674, -0.5361, 4.3842)
H (2.2487, 0.7511, 4.2293)
H (3.5816, 0.6258, 3.0342)
H (1.4879, -3.2214, 3.7413)
H (0.0710, -2.1316, 3.8899)
H (1.5127, -1.8563, 4.9037)
H (1.2804, 4.2044, -0.7846)
H (-0.0882, 3.0485, -0.8718)
H (1.2477, 2.9084, -2.0391)
H (2.7979, 3.4283, 1.7715)
H (1.9783, 2.0367, 2.5299)
H (1.0071, 3.3986, 1.9133)
H (4.0425, 2.0730, -0.5889)
H (3.2043, 0.6789, -1.3049)
H (3.7611, 0.6252, 0.3888)
H (-2.4428, -3.2367, -0.9052)
H (-1.3318, -2.2795, -1.9346)
H (-2.4822, -1.4415, -0.8776)
H (-1.9735, -4.0397, 1.3387)
H (-1.8513, -2.6078, 2.3912)
H (-0.4993, -3.7616, 2.3149)
H (0.3528, -3.9536, -1.1539)
H (1.1894, -3.9869, 0.4273)
H (1.5350, -2.6750, -0.7542)
C (-1.0189, 0.6091, -2.3149)
C (0.2017, 0.0804, -2.9003)
C (0.1525, -0.6020, -4.0987)
C (-1.0828, -0.8034, -4.7341)
C (-2.2413, -0.1908, -4.2444)
C (-2.1866, 0.6527, -3.1553)
O (-1.1362, 0.9464, -1.0883)
H (0.5626, 1.1482, 0.1626)
H (1.1169, 0.2183, -2.3139)
H (1.0592, -0.9673, -4.5749)
H (-1.1499, -1.3784, -5.6608)
H (-3.1888, -0.3110, -4.7868)
H (-3.0192, 1.2603, -2.7946)
C (-0.6638, 1.9242, 3.9973)
C (-1.7099, 1.2360, 3.2149)
N (-1.6293, 0.4458, 2.1487)
C (-2.9188, 0.1127, 1.7470)
C (-3.7877, 0.6613, 2.6559)
N (-3.0095, 1.3603, 3.5632)
H (-1.0916, 2.2588, 4.9473)
H (0.1752, 1.2528, 4.2020)
H (-0.3183, 2.8094, 3.4525)
H (-3.0974, -0.4761, 0.8541)
H (-4.8594, 0.6250, 2.7126)
H (-3.3123, 1.8813, 4.3816)

Output
HOMO-LUMO gap (alpha / beta) (eV): 8.013 / 3.616
Net charge: +4
Spin multiplicity: 5

Atom charges from the Löwdin analysis, given in e for atoms 1 to 5: 0.5396 0.7535 0.8804 0.7612 0.1332



3.
Entry from the Open Molecules 2025 dataset: C21H43N2P3SeSn as an isolated structure at a distorted geometry (the ωB97M-V functional and the def2-TZVPD basis).

Element x y z (Å)
Sn (-1.1046, -0.0620, 0.0114)
P (-1.9412, -0.4268, 2.0862)
P (-3.1110, 0.1603, -1.1595)
P (-0.8184, 2.2253, 0.3725)
H (8.5820, -0.8022, -0.5721)
C (8.6449, -0.0217, 0.1818)
C (8.8116, -0.3056, 1.4712)
H (8.8919, -1.3300, 1.8257)
C (-2.1683, -2.1226, 2.7908)
C (-3.5924, 0.2383, 2.6029)
C (-0.8702, 0.2245, 3.4453)
C (-3.0404, 0.4837, -2.9754)
C (-4.2763, -1.2774, -1.1221)
C (-4.3310, 1.4724, -0.6895)
C (0.8201, 2.6796, 1.0660)
C (-1.9287, 3.2079, 1.4882)
C (-0.8824, 3.3697, -1.0744)
H (8.5646, 1.0027, -0.1728)
H (8.8746, 0.4749, 2.2251)
H (-1.2523, -2.7022, 2.6551)
H (-2.9910, -2.6410, 2.2942)
H (-2.3857, -2.0530, 3.8627)
H (-4.3754, -0.2610, 2.0239)
H (-3.6561, 1.3107, 2.4142)
H (-3.7727, 0.0513, 3.6676)
H (0.0905, -0.2944, 3.3848)
H (-1.3190, 0.0550, 4.4308)
H (-0.6772, 1.2904, 3.3147)
H (-4.0376, 0.4743, -3.4297)
H (-2.4103, -0.2666, -3.4585)
H (-2.5721, 1.4584, -3.1412)
H (-5.2485, -1.0220, -1.5587)
H (-4.4220, -1.5924, -0.0844)
H (-3.8516, -2.1198, -1.6727)
H (-5.2234, 1.4175, -1.3231)
H (-3.8831, 2.4622, -0.8025)
H (-4.6286, 1.3480, 0.3536)
H (0.8409, 3.7285, 1.3823)
H (1.5789, 2.5098, 0.2985)
H (1.0482, 2.0317, 1.9162)
H (-1.6496, 4.2665, 1.4497)
H (-1.8650, 2.8689, 2.5240)
H (-2.9656, 3.1088, 1.1549)
H (-0.9613, 4.4051, -0.7254)
H (-1.7479, 3.1418, -1.7020)
H (0.0229, 3.2380, -1.6696)
C (2.2026, 0.4330, -1.6886)
C (2.7732, -0.0741, -0.5139)
C (4.1545, -0.0330, -0.3198)
C (4.9943, 0.5126, -1.2908)
C (4.4314, 1.0200, -2.4658)
C (3.0538, 0.9823, -2.6646)
Se (0.3212, 0.4312, -2.0860)
H (0.2902, -0.2686, 0.8599)
H (2.1176, -0.4970, 0.2428)
H (4.5743, -0.4325, 0.6008)
H (6.0693, 0.5436, -1.1372)
H (5.0698, 1.4497, -3.2341)
H (2.6260, 1.3801, -3.5813)
C (1.1589, -2.6910, -1.6427)
C (-0.1769, -3.0241, -1.0742)
N (-1.1000, -2.2031, -0.4540)
C (-2.0838, -3.0816, -0.1470)
C (-1.7801, -4.3445, -0.5625)
N (-0.5884, -4.3063, -1.1415)
H (1.6407, -3.6065, -2.0462)
H (1.0793, -2.0161, -2.5067)
H (1.8148, -2.3421, -0.8409)
H (-2.9838, -2.8849, 0.3398)
H (-2.3869, -5.2329, -0.4477)
H (-0.0823, -5.1194, -1.5580)

Output
HOMO-LUMO gap (alpha / beta) (eV): 5.527 / 3.796
Net charge: +4

Atom charges from the Löwdin analysis, given in e for atoms 1 to 5: 0.2627 0.7049 0.7417 0.6728 0.1273



4.
Entry from the Open Molecules 2025 dataset: a 3-piece molecular cluster, C21H43N3O5 overall at a distorted geometry (the ωB97M-V functional and the def2-TZVPD basis).

Element x y z (Å)
C (11.4748, 2.4871, 1.7417)
C (10.2306, 3.5533, 1.8064)
O (8.9155, 2.9591, 2.1040)
O (8.6478, 1.9397, 1.3383)
C (7.2059, 1.8576, 1.0559)
N (6.2990, 2.9680, 1.5458)
O (6.6928, 0.8475, 0.3429)
H (12.1259, 2.6907, 0.7840)
H (12.1786, 2.6318, 2.6841)
H (11.1648, 1.3591, 1.7118)
H (10.4714, 4.2846, 2.7190)
H (10.2289, 4.2463, 0.8504)
H (6.3482, 3.0856, 2.5965)
H (6.6628, 3.8423, 1.0667)
C (1.1702, -1.3942, 1.7195)
C (0.4466, -0.1027, 1.2399)
C (-0.3252, -0.3774, -0.0790)
C (0.5692, -0.4594, -1.3041)
C (1.4321, 0.7909, -1.4215)
C (2.2576, 1.0792, -0.1396)
N (1.4313, 1.0249, 1.1211)
O (0.6970, 2.2245, 1.1878)
C (3.4324, 0.0647, -0.0658)
C (2.9867, 2.4520, -0.3211)
C (-0.6247, 0.1211, 2.3634)
H (0.5452, -2.2777, 1.5461)
H (2.1186, -1.5983, 1.2342)
H (1.3813, -1.3530, 2.7968)
H (-1.0588, 0.4293, -0.2491)
H (-0.9105, -1.2972, 0.0022)
H (1.1939, -1.3620, -1.2571)
H (-0.0509, -0.5607, -2.2092)
H (2.0994, 0.6844, -2.2863)
H (0.7786, 1.6457, -1.6458)
H (3.9124, 0.0828, 0.9211)
H (4.2122, 0.3018, -0.8027)
H (3.1385, -0.9605, -0.2963)
H (2.2908, 3.2764, -0.5279)
H (3.6768, 2.4249, -1.1731)
H (3.5769, 2.7063, 0.5683)
H (-0.1512, 0.3690, 3.3202)
H (-1.2192, -0.7890, 2.5202)
H (-1.3352, 0.9169, 2.1184)
C (-7.0820, -2.3989, 0.4661)
C (-6.9457, -2.1414, -1.0626)
C (-6.0825, -3.2521, -1.7197)
C (-4.5940, -3.1059, -1.4540)
C (-4.1110, -1.7198, -1.8621)
C (-4.9177, -0.5760, -1.1920)
N (-6.4105, -0.7594, -1.3058)
O (-6.7738, -0.3998, -2.6178)
C (-4.4927, -0.4751, 0.2993)
C (-4.4326, 0.7859, -1.7909)
C (-8.4164, -2.3386, -1.5706)
H (-7.1978, -3.4693, 0.6716)
H (-6.2410, -2.0680, 1.0660)
H (-7.9668, -1.8928, 0.8756)
H (-6.2343, -3.2356, -2.8126)
H (-6.4121, -4.2410, -1.3901)
H (-4.3779, -3.2985, -0.3941)
H (-4.0395, -3.8679, -2.0249)
H (-3.0453, -1.6262, -1.6168)
H (-4.1793, -1.6347, -2.9558)
H (-5.1816, 0.1635, 0.8671)
H (-3.4923, -0.0322, 0.4008)
H (-4.4171, -1.4428, 0.7978)
H (-4.5350, 0.8278, -2.8839)
H (-3.3682, 0.9527, -1.5856)
H (-4.9845, 1.6281, -1.3547)
H (-9.0789, -1.5564, -1.1830)
H (-8.8182, -3.3031, -1.2323)
H (-8.4906, -2.3380, -2.6626)

Output
HOMO-LUMO gap (alpha / beta) (eV): 9.377 / 9.270
Net charge: 0
Spin multiplicity: 3

Atom charges from the Löwdin analysis, given in e for atoms 1 to 5: -0.1009 -0.1816 -0.1965 -0.0479 -0.2730



5.
Entry from the Open Molecules 2025 dataset: a 11-piece molecular cluster, C21H44Br20O6P2 overall at a distorted geometry (the ωB97M-V functional and the def2-TZVPD basis).

Element x y z (Å)
O (4.3459, -2.1190, 1.9394)
C (3.7280, -3.1773, 1.4096)
O (4.4292, -4.4854, 1.4763)
O (2.3626, -3.1589, 0.8059)
P (1.6530, -4.6599, 1.3446)
P (-0.5258, -4.6115, 1.3613)
O (-1.0717, -5.8186, 0.4770)
O (-1.2245, -3.0716, 0.9260)
O (-1.0160, -4.9998, 3.0247)
H (4.4335, -4.9054, 0.5480)
H (2.0914, -4.7751, 2.7419)
H (-1.1713, -2.8958, -0.0595)
H (-0.1981, -4.8462, 3.5896)
Br (-1.1237, -3.5892, -2.3875)
C (-2.9074, -2.8375, -2.6280)
C (-3.2405, -2.6793, -4.0936)
Br (-2.3420, -1.1260, -4.8576)
H (-2.9349, -1.8963, -2.0724)
H (-3.5841, -3.5541, -2.1539)
H (-4.3082, -2.4840, -4.2274)
H (-2.9551, -3.5436, -4.6996)
Br (-6.1684, -2.2263, -0.6555)
C (-5.5431, -0.4586, -0.1180)
C (-4.5106, -0.5553, 0.9813)
Br (-5.3468, -0.9254, 2.7040)
H (-6.4263, 0.1201, 0.1655)
H (-5.1049, -0.0253, -1.0216)
H (-3.9981, 0.4017, 1.1142)
H (-3.7678, -1.3396, 0.8117)
Br (-7.5255, -5.0679, -2.0455)
C (-9.3092, -4.3162, -2.2860)
C (-9.6423, -4.1580, -3.7515)
Br (-8.7438, -2.6047, -4.5156)
H (-9.3368, -3.3749, -1.7304)
H (-9.9859, -5.0328, -1.8118)
H (-10.7101, -3.9627, -3.8854)
H (-9.3569, -5.0223, -4.3576)
Br (6.6243, 3.2170, 1.0590)
C (6.6382, 1.6565, 2.2291)
C (5.2331, 1.2121, 2.5638)
Br (4.4270, 2.3735, 3.9074)
H (7.2307, 1.9221, 3.1088)
H (7.1633, 0.8817, 1.6633)
H (5.2411, 0.2167, 3.0168)
H (4.5616, 1.2082, 1.7007)
Br (6.5073, 6.3665, -1.2747)
C (8.4565, 6.4090, -1.2172)
C (8.9620, 6.3738, 0.2066)
Br (8.7697, 8.1136, 1.0667)
H (8.7730, 7.2986, -1.7684)
H (8.7765, 5.5164, -1.7622)
H (10.0348, 6.1626, 0.2298)
H (8.4396, 5.6473, 0.8351)
Br (-1.1938, -4.9469, -7.1021)
C (0.1779, -3.7399, -6.4195)
C (1.4417, -3.8273, -7.2436)
Br (2.4571, -5.4349, -6.8095)
H (0.3283, -3.9904, -5.3660)
H (-0.2613, -2.7408, -6.4918)
H (2.1126, -2.9959, -7.0099)
H (1.2570, -3.8474, -8.3212)
Br (4.8714, 10.3149, -1.6922)
C (3.9189, 8.7933, -0.9292)
C (2.4227, 8.9953, -0.9975)
Br (1.8143, 10.2329, 0.3816)
H (4.2930, 8.6604, 0.0895)
H (4.2203, 7.9355, -1.5371)
H (1.8973, 8.0588, -0.7904)
H (2.0816, 9.3936, -1.9571)
Br (3.9714, -7.7504, -0.2400)
C (3.0189, -9.2719, 0.5230)
C (1.5227, -9.0699, 0.4546)
Br (0.9143, -7.8323, 1.8338)
H (3.3930, -9.4048, 1.5416)
H (3.3203, -10.1297, -0.0849)
H (0.9973, -10.0064, 0.6618)
H (1.1816, -8.6716, -0.5049)
Br (-6.5457, -4.8311, 7.0263)
C (-5.4582, -3.2152, 6.9228)
C (-5.0047, -2.9518, 5.5054)
Br (-3.5330, -4.1299, 5.0052)
H (-4.6314, -3.3410, 7.6270)
H (-6.1103, -2.4108, 7.2748)
H (-4.6025, -1.9392, 5.4112)
H (-5.7947, -3.0947, 4.7630)
Br (-1.9486, 11.7792, 3.1851)
C (-0.2139, 12.5732, 2.7794)
C (-0.3295, 14.0671, 2.5825)
Br (-1.0781, 14.4921, 0.8324)
H (0.1807, 12.0491, 1.9048)
H (0.4125, 12.3459, 3.6468)
H (0.6592, 14.5346, 2.5895)
H (-0.9628, 14.5558, 3.3280)

Output
Structure (SMILES): O=C(O)OPP(=O)(O)O.BrCCBr.BrCCBr.BrCCBr.BrCCBr.BrCCBr.BrCCBr.BrCCBr.BrCCBr.BrCCBr.BrCCBr
HOMO-LUMO gap (eV): 8.908
Net charge: 0

Atom charges from the Löwdin analysis, given in e for atoms 1 to 5: 0.0251 -0.3806 -0.0562 -0.3362 0.8127



6.
Entry from the Open Molecules 2025 dataset: a 2-piece molecular cluster, C21H44NO6S overall at a distorted geometry (the ωB97M-V functional and the def2-TZVPD basis).

Element x y z (Å)
C (-4.1972, -6.3386, 0.0446)
C (-4.5940, -4.7712, -0.3579)
C (-4.5649, -4.7003, -2.0060)
C (-3.0751, -4.4560, -2.6489)
C (-2.4450, -2.9458, -2.3030)
C (-0.8641, -3.0571, -1.7940)
C (0.0363, -1.7309, -2.1368)
C (0.0783, -0.5926, -0.9580)
C (1.1406, -0.9368, 0.2736)
C (1.0608, 0.2811, 1.4170)
C (1.7673, 1.6844, 0.9036)
C (1.0688, 3.0325, 1.5238)
C (-0.3879, 3.4208, 0.8801)
C (-1.0484, 4.6934, 1.7408)
N (0.0052, 5.5320, 2.4380)
C (-1.8543, 5.7462, 0.7217)
O (-2.8443, 6.5321, 1.4780)
C (-4.2360, 6.1088, 1.1412)
C (-5.1436, 6.3423, 2.4917)
C (-2.0941, 4.1609, 2.9257)
O (-2.0923, 4.7351, 4.1572)
O (-3.1019, 3.0971, 2.7184)
H (-4.2266, -6.4787, 1.2061)
H (-3.1678, -6.6522, -0.4302)
H (-5.0608, -7.0020, -0.4442)
H (-5.7233, -4.6442, 0.0066)
H (-3.9234, -3.9718, 0.1740)
H (-5.1224, -5.6350, -2.4899)
H (-5.2236, -3.7491, -2.2982)
H (-2.3010, -5.3214, -2.4238)
H (-3.2096, -4.4572, -3.8349)
H (-3.1002, -2.4311, -1.4600)
H (-2.4510, -2.2580, -3.2746)
H (-0.4015, -3.9530, -2.4333)
H (-0.8875, -3.3273, -0.6402)
H (-0.3842, -1.2328, -3.1339)
H (1.1701, -2.0038, -2.3874)
H (-0.9985, -0.3293, -0.5525)
H (0.4950, 0.4145, -1.4452)
H (2.2187, -0.9405, -0.1815)
H (0.8620, -1.9639, 0.7836)
H (-0.0921, 0.4930, 1.5599)
H (1.5917, -0.1368, 2.3735)
H (2.8784, 1.6590, 1.3399)
H (1.8829, 1.7027, -0.2729)
H (1.7951, 3.9343, 1.3329)
H (0.9814, 2.8919, 2.6862)
H (-1.1826, 2.5497, 0.8975)
H (-0.2170, 3.8592, -0.2139)
H (0.3841, 5.0754, 3.2964)
H (0.7524, 5.8129, 1.7649)
H (-2.3677, 5.2033, -0.1815)
H (-0.9984, 6.4730, 0.3168)
H (-4.6316, 6.7177, 0.2047)
H (-4.3048, 4.9505, 0.8924)
H (-4.8686, 7.4159, 2.9230)
H (-4.7642, 5.5645, 3.2994)
H (-6.2824, 6.2280, 2.2264)
O (4.4775, -1.6582, -1.1205)
S (5.6035, -2.5596, -1.2459)
O (5.7633, -3.7136, -0.3882)
O (6.9825, -1.6921, -1.2199)
C (7.2109, -0.8077, -0.1324)
C (7.6677, -1.5578, 1.1049)
C (5.7119, -3.0969, -2.9349)
H (6.3198, -0.2065, 0.0754)
H (8.0018, -0.1162, -0.4429)
H (6.8655, -2.1883, 1.5003)
H (7.9679, -0.8601, 1.8916)
H (8.5104, -2.2161, 0.8712)
H (5.6472, -2.2256, -3.5887)
H (4.8770, -3.7739, -3.1281)
H (6.6579, -3.6224, -3.0786)

Output
HOMO-LUMO gap (eV): 5.673
Net charge: -1

Atom charges from the Löwdin analysis, given in e for atoms 1 to 5: -0.1584 -0.2554 -0.2498 -0.2239 -0.2079